DFT (ωB97M-V/def2-TZVPD) results for C22H42BeBr2F12N2O27S4 as an isolated structure in a non-equilibrium geometry.

Computed properties:
2S+1 ... 1
Lowest unoccupied orbital energy ... -3.1 eV

Element x y z (Å)
Be 2.33469 0.33851 -2.85458
C 3.62887 2.22975 -6.90052
F 3.01281 3.22551 -7.56866
F 4.63779 1.79859 -7.66897
F 4.22237 2.71874 -5.79845
S 2.39983 0.73424 -6.45445
O 1.63673 0.36617 -7.62073
O 3.41409 -0.31004 -6.13635
N 1.51045 1.26151 -5.01346
S 0.28047 1.95243 -5.71123
O 0.68086 3.10780 -6.51824
O -0.63432 1.08411 -6.35391
C -0.62814 2.65857 -4.22882
F -0.89341 1.75522 -3.31303
F 0.24290 3.65953 -3.64779
F -1.77188 3.25928 -4.64589
C -1.37182 -1.12957 -0.36670
F -1.62647 -1.90917 -1.44063
F -2.01112 0.05096 -0.43369
F -1.82136 -1.77555 0.67781
S 0.57693 -0.78606 -0.03326
O 0.65137 -0.67864 1.40846
O 1.39598 -1.85675 -0.58353
N 0.82091 0.64390 -0.91973
S 1.05809 1.71016 0.17658
O -0.14822 2.05788 0.94418
O 2.33860 1.66949 0.89161
C 1.35499 3.23899 -0.93414
F 0.16838 3.85186 -1.17930
F 2.08849 4.19522 -0.21847
F 1.91752 2.88822 -2.08712
Br -5.14112 -0.41597 -1.46149
C -5.57034 -1.08329 0.41826
C -5.47693 -2.62135 0.37447
Br -5.70001 -3.42834 2.23531
H -6.55154 -0.73964 0.74574
H -4.77391 -0.71696 1.06603
H -4.49664 -2.88439 -0.02293
H -6.22012 -3.13617 -0.23440
C -3.15849 3.05178 -0.13167
C -3.89209 4.38911 -0.48893
C -3.11377 5.27673 -1.40405
O -4.00780 5.58428 -2.40673
C -5.04801 4.77289 -2.31541
O -5.93037 4.62919 -3.17643
O -4.96067 4.00010 -1.27680
H -2.43148 3.15542 0.67382
H -2.63728 2.75719 -1.04253
H -3.80936 2.20072 0.06882
H -4.29642 5.02152 0.30143
H -2.18424 4.90597 -1.83603
H -2.92173 6.23223 -0.91596
C -2.92876 -6.50994 4.20561
C -2.48223 -6.47472 2.76311
C -3.48920 -6.56858 1.63645
O -3.18754 -5.44300 0.81406
C -2.01796 -4.95870 1.09541
O -1.28467 -4.40683 0.26352
O -1.71380 -5.28994 2.42673
H -3.67846 -5.73134 4.34635
H -2.15520 -6.47464 4.97272
H -3.46289 -7.42057 4.47683
H -1.77722 -7.30093 2.67120
H -4.52145 -6.55398 1.98623
H -3.22297 -7.51342 1.16263
C -2.42668 -1.97312 4.17112
C -1.49110 -0.71345 4.21371
C -2.02331 0.67412 3.85332
O -1.75327 1.52000 4.94056
C -1.04246 0.85739 5.86756
O -0.63072 1.36679 6.92407
O -1.15944 -0.48288 5.62580
H -2.05844 -2.94028 4.51332
H -2.60707 -2.38058 3.17637
H -3.41805 -1.82144 4.59805
H -0.57676 -0.93066 3.66153
H -3.10513 0.59401 3.74676
H -1.58372 1.11782 2.96002
C 6.54601 -1.96273 4.76872
C 5.53978 -0.81260 4.40630
C 5.59855 0.51097 5.19759
O 5.32502 1.46124 4.20046
C 5.27693 0.93253 2.91047
O 5.09659 1.66793 1.94120
O 5.61707 -0.36134 2.97791
H 6.72376 -2.03593 5.84163
H 7.46708 -1.80068 4.20884
H 6.14313 -2.92834 4.46313
H 4.51561 -1.15642 4.55108
H 6.55043 0.58030 5.72408
H 4.83204 0.36346 5.95838
O 3.81595 -3.12594 -0.46020
H 4.11576 -4.01178 -0.25615
H 3.01205 -3.02145 0.04877
O 4.41934 1.62258 -2.76263
H 5.11063 1.96456 -3.32955
H 4.52285 2.10315 -1.94131
O -2.71835 -3.19818 -3.90996
H -2.66603 -3.63322 -4.76098
H -2.27544 -3.79564 -3.30738
O 0.40063 -1.14595 -3.58050
H 0.58001 -1.66575 -4.36400
H -0.55064 -1.18271 -3.48071
O 0.89081 6.47380 -2.57386
H 1.31660 5.76856 -3.06127
H 0.87459 7.21130 -3.18382
O 3.74107 -0.46944 -0.74972
H 3.90683 -1.36533 -0.45620
H 4.50141 0.02690 -0.44683
O 4.87618 3.09004 -0.43917
H 4.42606 2.71962 0.32005
H 5.12214 3.97350 -0.16489

These are the Mulliken partial charges, in e, on atoms 1 to 2: 1.31 0.62

=====

DFT (ωB97M-V/def2-TZVPD) results for a 6-piece molecular cluster, C22H42ClF4NO31P2S7 overall in a non-equilibrium geometry.

Computed properties:
2S+1 ... 1
Structure (SMILES) ... CCC(=O)OCC[C@H](CCF)O[C@](PP(=O)(O)O)([C@H](Cl)N(O)S(=O)(=O)C(F)(F)F)S(C)(=O)=O.O=S1(=O)OCCO1.O=S1(=O)OCCO1.O=S1(=O)OCCO1.O=S1(=O)OCCO1.O=S1(=O)OCCO1
Lowest unoccupied orbital energy ... 0.0 eV

Element x y z (Å)
C 2.21862 3.11326 -5.31707
C 1.48172 4.18884 -4.50509
C 0.06439 3.82325 -4.19515
O -0.87163 4.51372 -4.45483
O -0.12616 2.60131 -3.60201
C 0.43955 2.50834 -2.29643
C -0.29433 1.40499 -1.54832
C 0.60882 0.58957 -0.64047
C 1.30789 1.57170 0.30042
C 1.86227 1.03398 1.60799
F 3.25138 1.12608 1.61859
O 1.55774 -0.11385 -1.51210
C 1.49596 -1.51181 -1.67878
P 2.82661 -2.00071 -2.96497
P 3.85265 -0.18113 -3.48218
O 5.09300 -0.57357 -4.14955
O 2.83643 0.58986 -4.41739
O 4.10366 0.76011 -2.22672
C 0.20118 -2.01670 -2.37130
Cl -0.01030 -1.03033 -3.80558
N -0.96500 -2.01527 -1.46599
O -0.98024 -3.31385 -0.90520
S -2.48651 -1.88397 -2.24394
O -2.80315 -0.52280 -2.47272
O -2.69111 -2.85745 -3.25522
C -3.56573 -2.40708 -0.81941
F -3.18050 -1.81639 0.31847
F -4.77707 -1.95264 -1.14069
F -3.64232 -3.71112 -0.64466
S 1.88259 -2.51859 -0.19932
C 3.49309 -1.98836 0.31822
O 0.91628 -2.34673 0.86036
O 1.99800 -3.85326 -0.72902
H 3.15474 2.86102 -4.84161
H 2.45639 3.48215 -6.30430
H 1.63784 2.21098 -5.42653
H 1.43650 5.11238 -5.05462
H 1.99014 4.34638 -3.56282
H 1.50524 2.30534 -2.35920
H 0.31337 3.45124 -1.77258
H -0.78827 0.79168 -2.28123
H -1.03701 1.86848 -0.91185
H -0.02472 -0.09884 -0.10545
H 0.56483 2.31677 0.55363
H 2.12083 2.07167 -0.20506
H 1.54100 0.02648 1.82761
H 1.53113 1.65862 2.42878
H 3.82795 -2.65228 -2.23601
H 3.25790 0.71514 -5.27988
H 3.55035 1.55151 -2.27350
H 0.37757 -3.03770 -2.67660
H -1.03769 -3.16349 0.04900
H 4.17100 -2.80617 0.14818
H 3.45968 -1.67665 1.34753
H 3.79148 -1.13823 -0.27979
C -0.55222 -2.20156 -9.26929
C -1.37198 -1.31543 -8.35381
O -0.65276 -1.34755 -7.11278
S 0.91435 -1.46103 -7.39394
O 1.49997 -0.16930 -7.33407
O 1.43133 -2.53295 -6.62909
O 0.80852 -1.89579 -8.92761
H -0.73206 -3.25968 -9.07357
H -0.71547 -1.98859 -10.32131
H -2.38017 -1.68454 -8.19462
H -1.40732 -0.28550 -8.71308
C 7.32861 3.59177 1.79923
C 7.43150 2.33913 0.96053
O 6.19686 2.31073 0.23589
S 5.72328 3.78952 -0.09760
O 6.10982 4.14412 -1.41607
O 4.36521 3.92351 0.29886
O 6.67941 4.54559 0.92813
H 6.69710 3.43038 2.66200
H 8.29885 3.97515 2.10230
H 7.51850 1.43792 1.55916
H 8.25406 2.38988 0.24449
C -6.14742 -1.53473 2.98272
C -4.97804 -2.49690 2.98684
O -4.25653 -2.16450 4.18423
S -5.27367 -1.69176 5.31672
O -5.58267 -2.78098 6.17322
O -4.82993 -0.45213 5.83340
O -6.53808 -1.45644 4.36453
H -5.85047 -0.53960 2.64880
H -6.98344 -1.88615 2.38588
H -4.33633 -2.37779 2.12343
H -5.31049 -3.53452 3.05587
C -9.32764 -3.36924 6.36282
C -8.88305 -2.29584 7.32941
O -10.05290 -1.48268 7.51209
S -11.36310 -2.39288 7.43121
O -11.78830 -2.74066 8.73702
O -12.25531 -1.80467 6.50185
O -10.66833 -3.67627 6.77523
H -9.35227 -2.99942 5.33618
H -8.71463 -4.26340 6.41636
H -8.07228 -1.68894 6.94167
H -8.59577 -2.71618 8.29440
C 4.54463 2.43252 6.77295
C 3.11893 2.48450 6.26568
O 3.26150 2.41137 4.83801
S 4.50730 1.48848 4.46216
O 4.06972 0.17151 4.18215
O 5.32141 2.21494 3.55603
O 5.18757 1.48344 5.90730
H 5.04491 3.39643 6.66934
H 4.61699 2.08891 7.80014
H 2.60823 3.40499 6.52971
H 2.53603 1.62690 6.60527

These are the Mulliken partial charges, in e, on atoms 1 to 2: -0.56 -0.47

=====

DFT (ωB97M-V/def2-TZVPD) results for a 5-piece molecular cluster, C22H42ClN10O3P overall in a non-equilibrium geometry.

Computed properties:
2S+1 ... 1
Structure (SMILES) ... N=[PH2][C@@]1(CC(N)(N)N)CNC(=O)[C@@]1(Cl)ON=O.CCCC#N.CCCC#N.CCCC#N.CCCC#N
Lowest unoccupied orbital energy ... -0.4 eV

Element x y z (Å)
N 0.96751 1.96530 0.20266
P 0.09410 1.67600 1.52401
C -1.22180 0.32656 1.31351
C -2.41450 0.80475 2.28881
C -3.79845 1.12955 1.56244
N -3.68386 2.15611 0.46556
N -4.48472 -0.10514 1.11200
N -4.67590 1.76529 2.62038
C -1.54917 -0.25652 -0.13253
N -0.33815 -1.15475 -0.33543
C 0.27815 -1.59989 0.90193
O 1.34844 -2.18545 1.12263
C -0.78784 -1.07269 2.00313
Cl -2.06223 -2.43997 1.89468
O -0.33433 -1.02715 3.39961
N -1.04270 -1.98801 4.12060
O -1.45588 -1.52135 5.12574
H 0.63026 1.33816 -0.53575
H 0.95473 1.29783 2.62356
H -0.49523 2.94573 1.90375
H -2.65032 0.06696 3.13353
H -2.09553 1.77027 2.82643
H -2.79754 2.65983 0.58319
H -3.73227 1.65298 -0.42869
H -4.40508 -0.86626 1.79380
H -5.48142 0.05642 0.91815
H -4.73161 2.77838 2.48202
H -5.59549 1.31828 2.64653
H -1.37822 0.62095 -0.85312
H -2.47903 -0.86953 -0.30669
H -0.40105 -1.82226 -1.10853
C 4.17497 6.27706 0.22395
C 2.72644 6.25862 -0.25224
C 1.72255 6.45087 0.88686
C 1.86884 5.34525 1.88747
N 1.98322 4.47682 2.66616
H 4.38194 5.45661 0.91533
H 4.85453 6.16565 -0.62394
H 4.41047 7.21961 0.72738
H 2.53216 5.30924 -0.76045
H 2.58427 7.05337 -0.99023
H 0.70279 6.44346 0.49473
H 1.88647 7.40924 1.38664
C 5.24315 -1.20345 -0.91260
C 4.07277 -2.17731 -0.99649
C 3.59613 -2.41438 -2.43122
C 3.13328 -1.12388 -3.03847
N 2.77107 -0.11388 -3.51262
H 4.96830 -0.21109 -1.27881
H 5.56699 -1.08806 0.12436
H 6.09533 -1.56291 -1.49740
H 3.24756 -1.79240 -0.39074
H 4.37405 -3.13346 -0.55879
H 2.76838 -3.12773 -2.43897
H 4.40442 -2.82659 -3.04123
C -5.27368 2.02858 -2.78262
C -6.72198 2.02449 -3.25928
C -7.72524 2.21686 -2.11926
C -7.58810 1.10426 -1.12485
N -7.48087 0.23267 -0.34818
H -5.07401 1.20117 -2.09653
H -4.59449 1.91760 -3.63113
H -5.03105 2.96550 -2.27264
H -6.92298 1.08000 -3.77406
H -6.85782 2.82496 -3.99184
H -8.74472 2.21972 -2.51207
H -7.55442 3.17060 -1.61327
C 3.36037 -7.45588 -0.69679
C 4.53583 -7.85279 0.19011
C 5.42558 -6.66562 0.56587
C 6.00066 -6.04571 -0.67191
N 6.45065 -5.56146 -1.64059
H 3.69717 -7.04974 -1.65383
H 2.73847 -8.32707 -0.91517
H 2.73424 -6.70536 -0.20521
H 5.13029 -8.61196 -0.32741
H 4.15187 -8.31366 1.10457
H 6.24302 -6.99702 1.21051
H 4.85026 -5.91119 1.10902

These are the Mulliken partial charges, in e, on atoms 1 to 2: -0.70 0.40

=====

Number 1: calculated total energy -10958.19867 hartree. Number 2: calculated total energy -7580.20714 hartree. Number 3: calculated total energy -2438.07253 hartree.